Below is a cluster of 10 separate species, C56H139Br2N9O18 in total at a distorted geometry, with properties calculated with ωB97M-V with the def2-TZVPD basis set.

The geometry in XYZ format:
```
224
C56H139Br2N9O18, DFT ωB97M-V with the def2-TZVPD basis set
Br 34.50806 -24.32519 -26.70055
Br 31.21059 -23.83431 -25.79286
O 40.02599 -20.16931 -28.39386
O 35.57767 -18.78869 -26.90727
O 39.45659 -24.77427 -28.14000
O 32.60375 -14.68879 -29.00817
O 37.83470 -15.74792 -29.70048
O 26.12935 -19.07817 -21.39308
O 41.75817 -10.69238 -27.04931
O 32.47843 -20.41401 -23.51210
O 30.98879 -20.20450 -34.96706
O 31.75587 -19.65531 -18.76609
O 29.41307 -15.04366 -24.91576
O 33.78040 -11.43279 -24.38393
O 32.66335 -16.14196 -24.77609
O 35.90616 -18.34276 -15.86404
O 29.69738 -10.21846 -27.82378
O 32.31331 -19.65905 -28.73438
O 38.70164 -23.54252 -19.23329
O 35.39974 -18.07451 -20.16629
N 40.79231 -22.63943 -26.77094
N 35.15420 -20.07246 -24.28483
N 34.66056 -14.16074 -24.52610
N 28.81124 -17.84138 -22.33326
N 33.09296 -11.95628 -28.51993
N 34.48530 -20.23291 -18.60092
N 37.01770 -20.47132 -20.12293
N 39.36497 -12.52372 -28.72473
N 32.33230 -20.13256 -31.64800
C 26.35589 -17.68906 -21.56919
C 31.12905 -20.39253 -33.58965
C 34.01752 -16.56021 -24.40959
C 33.42132 -20.16035 -29.38382
C 27.85351 -17.31716 -21.25532
C 40.50851 -12.36129 -27.84368
C 39.98015 -20.20315 -26.98546
C 30.05418 -13.73250 -24.89190
C 39.08043 -13.99493 -28.67589
C 33.64999 -25.43154 -25.35465
C 32.21889 -20.89111 -18.29162
C 37.76952 -22.48194 -18.95132
C 33.39201 -21.45231 -23.20826
C 31.90146 -20.99497 -35.79290
C 36.40098 -18.43055 -21.17336
C 41.01744 -21.20483 -26.39994
C 33.49170 -19.64905 -30.83240
C 41.25133 -11.11495 -28.29722
C 28.64572 -17.13036 -23.60247
C 34.05554 -18.01056 -20.62581
C 36.54295 -19.92316 -21.38398
C 32.37140 -19.73491 -33.05164
C 38.09016 -14.33459 -29.79070
C 31.99372 -17.27489 -25.35496
C 32.16526 -25.58497 -25.64463
C 35.39476 -13.09606 -23.81026
C 24.79995 -19.47094 -21.83693
C 33.39128 -10.07610 -24.46671
C 35.77261 -18.86475 -17.19343
C 36.20282 -20.25223 -25.31471
C 33.82608 -13.08509 -27.88864
C 39.40483 -26.11189 -28.62075
C 36.98512 -17.38445 -15.74026
C 35.17905 -11.69318 -24.47592
C 30.99441 -10.52191 -28.46451
C 31.83558 -11.62286 -27.78777
C 36.55723 -18.90813 -25.93240
C 39.15718 -24.35302 -18.09561
C 32.03539 -20.18161 -27.48445
C 39.68175 -24.76477 -26.75004
C 28.66697 -11.11119 -28.34035
C 29.22447 -15.65388 -23.59296
C 39.59430 -23.25091 -26.24086
C 34.64926 -21.42030 -24.10631
C 38.93990 -19.40410 -28.83135
C 41.85981 -9.28369 -26.89469
C 33.07739 -14.35734 -27.76718
C 31.88798 -15.88564 -29.00834
C 35.82009 -17.56007 -27.68550
C 37.15338 -16.28589 -30.85965
C 34.82691 -20.05033 -17.19015
C 33.57836 -21.32580 -18.83502
C 37.34749 -21.87600 -20.34054
C 34.74752 -15.40665 -23.73408
C 31.30585 -20.52991 -22.74103
C 30.34327 -19.32380 -18.48690
H 34.22322 -12.78848 -26.91788
H 39.51281 -26.07799 -29.70486
H 32.15924 -20.78671 -17.20828
H 39.98506 -14.59781 -28.75515
H 42.02500 -20.84706 -26.61189
H 34.41002 -19.60112 -24.77892
H 36.84902 -17.34996 -27.97747
H 30.25768 -19.95492 -33.10252
H 34.01275 -19.64776 -16.58751
H 32.78736 -20.38858 -35.98152
H 39.00758 -20.51885 -26.60791
H 35.07558 -20.91579 -16.57595
H 38.67869 -18.44744 -28.37893
H 39.09459 -19.27295 -29.90232
H 33.53033 -21.34458 -19.92380
H 36.79978 -16.45944 -16.28623
H 31.33234 -12.58507 -27.69289
H 33.95635 -22.29851 -18.52027
H 37.74870 -16.15007 -31.76257
H 31.45943 -20.46011 -21.66417
H 40.59074 -25.28447 -26.44713
H 42.34804 -8.80336 -27.74265
H 37.28822 -17.99205 -20.71660
H 35.38503 -18.01401 -17.75391
H 31.10208 -16.90036 -25.85776
H 39.50803 -23.26650 -25.15438
H 33.24811 -21.23588 -29.34741
H 34.39726 -20.08015 -31.25923
H 32.74268 -12.50415 -29.29275
H 36.43436 -13.40132 -23.69140
H 35.05228 -12.93421 -22.78820
H 31.71061 -21.21303 -27.62162
H 30.94244 -15.71565 -28.49339
H 28.40179 -11.02108 -29.39376
H 37.10970 -17.17497 -14.67786
H 34.29099 -21.83589 -25.04814
H 32.40301 -18.64548 -33.06766
H 40.97062 -21.11269 -25.31484
H 31.50237 -21.69875 -18.44140
H 40.85078 -8.90293 -26.73666
H 40.79860 -22.69561 -27.77936
H 33.68741 -13.89220 -24.49528
H 32.30492 -10.15946 -24.49771
H 39.91052 -23.82060 -17.51499
H 27.78670 -16.24884 -21.04958
H 33.47352 -18.55920 -30.83233
H 31.56619 -26.18224 -24.95726
H 36.73529 -19.14297 -17.62231
H 28.69944 -18.84512 -22.32224
H 36.17580 -15.80503 -30.89429
H 31.03248 -21.44349 -33.31713
H 38.18609 -22.04516 -21.01599
H 33.78711 -18.95816 -21.09282
H 41.21852 -13.18698 -27.79652
H 31.49893 -19.73956 -31.23431
H 37.10781 -17.36779 -30.73510
H 35.24811 -11.66902 -25.56345
H 35.95693 -20.92968 -26.13245
H 33.79799 -21.41584 -22.19735
H 34.13317 -26.40829 -25.33021
H 30.21418 -13.30437 -25.88144
H 37.57361 -18.98281 -26.31905
H 32.91449 -20.12663 -26.84238
H 39.67369 -12.40717 -29.67929
H 34.73122 -13.30179 -28.45599
H 42.14938 -11.35816 -28.86507
H 32.05403 -21.99040 -35.37584
H 40.67606 -10.36163 -28.83543
H 31.39343 -21.12863 -36.74796
H 31.58452 -9.60692 -28.51622
H 32.85012 -22.35755 -23.48211
H 23.95964 -18.84992 -21.52658
H 35.47271 -16.66175 -27.17515
H 35.55859 -20.31432 -21.64109
H 38.60540 -14.33408 -27.75534
H 37.16871 -13.83159 -29.49744
H 34.04122 -17.38091 -23.69264
H 35.73832 -15.79607 -23.50009
H 29.25952 -17.58981 -24.37723
H 28.20773 -17.72186 -20.30726
H 30.70497 -21.32310 -23.18590
H 33.76904 -15.11073 -27.39019
H 37.85127 -17.94427 -16.09309
H 40.12743 -12.27485 -26.82613
H 27.63431 -17.17925 -24.00591
H 31.90156 -18.05967 -24.60415
H 40.15122 -19.20120 -26.59185
H 30.81255 -10.70719 -29.52315
H 33.82252 -9.53238 -23.62618
H 34.58491 -16.92472 -25.26593
H 38.61003 -22.84172 -26.46860
H 37.12522 -20.56690 -24.82661
H 39.68132 -25.20375 -18.53105
H 35.85676 -10.92618 -24.10108
H 32.33449 -14.29764 -26.97181
H 33.94901 -17.22014 -21.36877
H 24.92891 -19.47094 -22.91927
H 31.19313 -19.70289 -26.98492
H 32.58594 -17.72031 -26.15433
H 38.19442 -21.81073 -18.20496
H 40.09196 -26.86733 -28.23960
H 32.09052 -25.98949 -26.65403
H 38.35750 -14.00268 -30.79393
H 28.80661 -12.17783 -28.16465
H 28.49788 -15.05105 -23.04820
H 33.34641 -17.78827 -19.82842
H 34.26594 -19.45817 -19.21065
H 32.44983 -16.66652 -28.49585
H 33.76144 -24.99226 -24.36334
H 30.15720 -18.92552 -17.48948
H 29.95863 -18.59063 -19.19586
H 38.41325 -26.48729 -28.36792
H 27.73340 -10.91207 -27.81415
H 34.29448 -15.13191 -22.78152
H 30.85548 -19.60561 -23.10287
H 35.18251 -17.51646 -28.56850
H 36.89184 -22.98148 -18.54118
H 29.75041 -20.23424 -18.57469
H 35.40605 -22.11228 -23.73683
H 32.07105 -11.31512 -26.76898
H 25.72799 -17.13618 -20.87050
H 26.17104 -17.41624 -22.60818
H 36.33295 -17.74850 -22.02088
H 24.61335 -20.47057 -21.44448
H 36.54578 -22.50382 -20.72939
H 30.16706 -15.58776 -23.04959
H 33.74813 -9.71332 -25.43064
H 42.51162 -9.12426 -26.03572
H 29.35353 -13.01923 -24.45784
H 36.64038 -18.14306 -25.16048
H 37.20679 -20.10501 -22.22917
H 34.36503 -19.79118 -28.98227
H 38.96649 -25.30190 -26.12715
H 37.99479 -19.93993 -28.74317
H 36.18179 -20.62552 -19.57741
H 31.02241 -13.58413 -24.41376
H 31.61516 -16.32045 -29.96991
H 33.28308 -20.20168 -33.42453
H 38.36354 -24.68821 -17.42786
```

Computed properties:
highest occupied orbital energy: -0.3035 Ha
spin multiplicity: 1
gap between HOMO and LUMO: 8.5202 eV
structure (SMILES): COCCNCCOC.COCCNCCOC.COCCNCCOC.COCCNCCOC.COCCNCCOC.COCCNCCOC.COCCNCCOC.COCCNCCOC.COCCNCCOC.BrCCBr
LUMO: 0.010 Eh

Results of the Mulliken charge analysis, in e, for atoms 1 through 4: -0.0961 -0.1292 -0.4981 0.5282



Below is a cluster of 2 separate species, H4O2 in total at a distorted geometry, with properties calculated with ωB97M-V with the def2-TZVPD basis set.

The geometry in XYZ format:
```
6
H4O2, DFT ωB97M-V with the def2-TZVPD basis set
O 1.25544 -0.11649 -0.29766
O -1.49224 -0.24347 -0.18368
H 1.32777 -0.85555 0.31730
H -0.50722 -0.09902 0.05236
H -1.96634 0.67469 -0.15731
H 1.38259 0.63984 0.26899
```

Computed properties:
highest occupied orbital energy: -0.3957 Ha
spin multiplicity: 1
gap between HOMO and LUMO: 11.3861 eV
structure (SMILES): O.O
LUMO: 0.023 Eh
energy above the lowest of the compared OMol25 structures with the same formula, charge and spin: 37.3 kJ/mol

Results of the natural (NBO) charge analysis, in e, for atoms 1 through 4: -0.9153 -0.9788 0.4764 0.4800



Below is a cluster of 6 separate species, C33H75N3O6S3 in total at a distorted geometry, with properties calculated with ωB97M-V with the def2-TZVPD basis set.

The geometry in XYZ format:
```
120
C33H75N3O6S3, DFT ωB97M-V with the def2-TZVPD basis set
S 1.60208 4.02066 -4.57738
S 9.36487 -1.15949 -7.49665
S 5.33959 -3.68362 -0.57875
O 1.42758 2.78626 -3.71347
O 1.08814 -8.69100 -7.02224
O -4.75995 -3.08009 3.84002
O 9.02046 0.21329 -6.96200
O -2.59193 -13.31975 1.82017
O 6.72723 -4.10467 -1.12481
N 1.63461 -7.47214 -7.31210
N -5.50655 -3.21745 2.66194
N -1.93702 -14.45824 1.28665
C -0.59678 -15.61779 -0.50822
C -1.56561 -16.77848 -0.39891
C -2.80925 -15.66443 1.56484
C 10.41369 -1.02123 -8.99906
C 10.57799 -1.83530 -6.21752
C -6.52034 -2.10680 2.49096
C 2.90330 4.98111 -3.63714
C -7.33772 -2.40274 1.23415
C 2.60595 -7.69843 -9.69887
C -2.17900 -16.96832 0.99144
C -4.72082 -3.80390 1.61290
C -6.53935 -2.83955 -0.02929
C 2.44368 -4.83715 -8.16435
C -4.33285 -15.49655 1.09497
C 4.14577 -4.90220 -1.29324
C 2.88547 -7.39829 -8.19871
C -0.13364 -6.56826 -5.86668
C -2.85169 -15.87791 3.08805
C -5.73514 -4.08205 0.39051
C -1.17242 -14.24439 0.04036
C 4.83511 -2.22917 -1.71128
C 3.52771 -5.93581 -7.96061
C -5.85845 -0.70985 2.40111
C 2.60508 3.33504 -6.03234
C 1.30631 -5.02430 -7.12998
C 3.99919 -8.34450 -7.60090
C -7.51965 -2.12815 3.70661
C -4.28458 -5.24743 2.03216
C -2.03984 -13.65491 -1.10719
C -3.49962 -2.96932 1.08142
C -0.35143 -6.43691 -8.39691
C 0.62394 -6.44482 -7.22719
C 0.00184 -13.24051 0.43212
H 4.34728 -8.14440 -6.58754
H -5.05966 -3.86045 4.31206
H -7.13927 -3.15063 -0.88452
H -5.86637 -2.03312 -0.32058
H 4.85786 -8.31921 -8.27183
H -8.14680 -3.01898 3.74124
H 0.41825 -8.78865 -7.70292
H 3.44455 5.49634 -4.43066
H 2.90685 -3.86160 -8.01642
H 3.68203 -9.37992 -7.72502
H -1.05230 -17.70959 -0.63906
H 0.87787 -13.70111 0.88876
H -6.62027 0.06433 2.30968
H 3.37570 2.62197 -5.73945
H -2.82796 -17.82020 0.78836
H -4.31537 -15.24583 0.03434
H -3.82701 -5.78919 1.20439
H 4.29387 -5.78528 -8.72116
H -1.61926 -13.73499 -2.10960
H -3.61178 -2.20699 0.31047
H -1.19633 -5.76190 -8.26054
H 11.59663 -1.46762 -6.34118
H -0.37631 -12.41591 1.03639
H -4.89357 -16.41010 1.29279
H 3.82405 -1.98243 -1.38730
H -5.03270 -14.84851 1.62257
H -2.29789 -12.63263 -0.83068
H 10.63350 -2.92382 -6.23021
H 3.16007 -4.48416 -1.08895
H -3.40149 -13.40500 1.31130
H -2.98373 -14.19971 -1.12645
H 5.56852 -1.43118 -1.59529
H -7.69217 -1.46416 0.80808
H 2.13795 -4.80383 -9.21007
H 1.83106 -4.88919 -6.18421
H -0.78199 -5.69729 -5.77092
H -1.46304 -17.46043 1.64973
H -5.23731 -0.54842 3.28216
H 10.18009 -1.53106 -5.24943
H 0.48247 -6.63764 -4.97020
H 0.28181 -12.78628 -0.51835
H -0.74925 -7.46417 -5.78628
H -3.03236 -14.97438 3.67036
H -1.81067 -16.12741 3.29331
H 3.99239 -5.90170 -6.97522
H 11.29423 -0.38901 -8.88474
H -5.03819 -0.54539 1.70237
H -8.24169 -2.96975 1.45651
H -2.28071 -16.71009 -1.21871
H 1.93904 2.83451 -6.73516
H 1.75668 -7.12852 -10.07575
H -5.04771 -5.93959 2.38805
H -2.89682 -2.60433 1.91300
H 10.88872 -1.97231 -9.23966
H -6.40957 -4.92112 0.56140
H 4.23786 -5.90079 -0.86609
H 0.28044 -15.84374 0.09803
H 4.24480 -4.95804 -2.37729
H 3.54712 4.20816 -3.21742
H -3.54809 -5.16788 2.83177
H 9.84551 -0.68484 -9.86630
H -0.20304 -15.42803 -1.50675
H -2.84995 -3.64689 0.52740
H -5.13386 -4.36133 -0.47468
H 4.87485 -2.55784 -2.74978
H -3.57397 -16.62968 3.40625
H -0.64812 -7.43906 -8.70638
H -8.27265 -1.34780 3.59643
H 0.62471 -4.19329 -7.31150
H 3.11254 4.17823 -6.50099
H -7.09888 -1.93862 4.69409
H 2.54553 5.61595 -2.82656
H 0.05027 -6.12074 -9.35960
H 2.27311 -8.73509 -9.75040
H 3.40761 -7.44629 -10.39302
```

Computed properties:
highest occupied orbital energy: -0.2967 Ha
spin multiplicity: 1
gap between HOMO and LUMO: 8.4467 eV
LUMO: 0.014 Eh
energy above the lowest of the compared OMol25 structures with the same formula, charge and spin: 179.0 kJ/mol

Results of the Mulliken charge analysis, in e, for atoms 1 through 4: 0.4861 0.5004 0.4755 -0.6078